An isolated molecule of C9H21NSi. Source: the OMol25 dataset; level of theory: ωB97M-V with the def2-TZVPD basis set.

XYZ file:
```
32
Properties=species:S:1:pos:R:3
N 0.820 -0.177 -0.642
C 2.010 0.583 -1.069
C -0.150 -0.389 -1.723
C 1.699 1.931 -1.696
C -0.665 0.943 -2.313
C 0.531 1.853 -2.738
C -2.413 -1.143 1.309
C -0.539 -0.107 3.454
C 0.233 -2.674 1.720
C 0.215 0.343 0.641
Si -0.581 -0.942 1.768
H 2.656 0.701 -0.202
H 2.555 -0.057 -1.776
H 0.391 -0.941 -2.504
H -0.947 -1.060 -1.392
H 1.407 2.604 -0.876
H 2.580 2.338 -2.222
H -1.263 0.738 -3.195
H -1.350 1.448 -1.624
H 0.138 2.863 -2.952
H 0.885 1.567 -3.727
H -2.534 -1.786 0.440
H -2.952 -1.606 2.118
H -2.834 -0.155 1.102
H -1.175 -0.634 4.169
H -0.842 0.956 3.337
H 0.469 -0.106 3.866
H 1.295 -2.524 1.583
H -0.172 -3.203 0.854
H 0.104 -3.309 2.608
H 0.940 0.812 1.307
H -0.510 1.133 0.373
```

Calculated values
HOMO level (eV): -7.89
LUMO energy (eV): 0.929
SMILES: C[Si](C)(C)CN1CCCCC1
Frontier orbital gap (eV): 8.817

A structure of composition C9H21NaO9. Source: the OMol25 dataset; level of theory: ωB97M-V with the def2-TZVPD basis set.

XYZ file:
```
40
Properties=species:S:1:pos:R:3
Na 0.988 -1.189 0.600
C 3.949 -1.301 2.725
O 3.197 -2.025 1.835
H 3.531 -1.225 3.760
H 4.956 -1.763 2.856
H 4.109 -0.247 2.389
C -1.052 -3.850 1.914
O -0.104 -3.871 0.928
H -1.869 -4.600 1.745
H -0.705 -4.147 2.933
H -1.541 -2.853 2.033
C 2.542 -1.557 -2.698
O 2.098 -1.998 -1.475
H 3.357 -2.220 -3.067
H 1.717 -1.565 -3.449
H 2.983 -0.528 -2.696
C 0.412 1.505 -2.167
O 0.921 2.411 -1.208
C 0.686 2.160 0.052
O 0.039 1.262 0.517
O 1.342 3.063 0.786
C 1.198 2.918 2.187
H 0.561 0.433 -2.026
H 0.794 1.791 -3.144
H -0.678 1.610 -2.250
H 1.478 3.869 2.639
H 1.799 2.099 2.574
H 0.144 2.796 2.451
C -2.354 -1.454 -0.593
O -2.925 -0.229 -0.094
C -3.185 0.717 -0.965
O -2.959 0.673 -2.137
O -3.743 1.725 -0.303
C -3.781 2.942 -1.034
H -1.358 -1.303 -1.000
H -2.999 -1.898 -1.346
H -2.207 -2.053 0.303
H -4.386 3.623 -0.436
H -4.186 2.929 -2.045
H -2.769 3.351 -1.094
```

Calculated values
HOMO level (eV): 0.33
LUMO energy (eV): 3.976
Net charge: -2
Frontier orbital gap (eV): 3.646

A structure of composition C9H21O4. Source: the OMol25 dataset; level of theory: ωB97M-V with the def2-TZVPD basis set.

XYZ file:
```
34
Properties=species:S:1:pos:R:3
C 2.551 1.384 -0.357
O 2.524 0.168 -1.070
C 3.047 -0.907 -0.396
H 2.030 1.304 0.608
H 3.594 1.676 -0.149
H 2.031 2.133 -0.966
H 3.988 -0.706 0.134
H 2.970 -1.809 -1.008
C 1.825 -1.436 1.401
O 0.580 -0.773 1.310
C -0.392 -1.421 0.526
C -1.714 -0.684 0.559
O -1.723 0.546 -0.126
C -1.247 1.645 0.616
H 1.854 -2.339 0.759
H 2.427 -0.746 2.013
H -0.563 -2.433 0.936
H -0.030 -1.466 -0.518
H -2.467 -1.316 0.067
H -2.029 -0.558 1.611
H -1.432 2.548 0.021
H -1.778 1.728 1.581
H -0.174 1.562 0.849
C -1.566 -2.309 4.415
O -0.570 -2.820 3.570
C 0.724 -2.399 3.931
C 1.705 -2.810 2.873
H -2.535 -2.668 4.047
H -1.420 -2.647 5.457
H -1.571 -1.205 4.392
H 0.990 -2.841 4.912
H 0.751 -1.294 4.047
H 2.743 -2.800 3.220
H 1.422 -3.725 2.341
```

Calculated values
HOMO level (spin up / spin down) (eV): -6.34 / -8.15
LUMO energy (spin up / spin down) (eV): 0.929 / 0.537
Frontier orbital gap (spin up / spin down) (eV): 7.270 / 8.688
<S²>: 0.777
Spin multiplicity: 2

What did the second record say?
A structure of composition C9H21NaO9. Source: the OMol25 dataset; level of theory: ωB97M-V with the def2-TZVPD basis set.

XYZ file:
```
40
Properties=species:S:1:pos:R:3
Na 0.988 -1.189 0.600
C 3.949 -1.301 2.725
O 3.197 -2.025 1.835
H 3.531 -1.225 3.760
H 4.956 -1.763 2.856
H 4.109 -0.247 2.389
C -1.052 -3.850 1.914
O -0.104 -3.871 0.928
H -1.869 -4.600 1.745
H -0.705 -4.147 2.933
H -1.541 -2.853 2.033
C 2.542 -1.557 -2.698
O 2.098 -1.998 -1.475
H 3.357 -2.220 -3.067
H 1.717 -1.565 -3.449
H 2.983 -0.528 -2.696
C 0.412 1.505 -2.167
O 0.921 2.411 -1.208
C 0.686 2.160 0.052
O 0.039 1.262 0.517
O 1.342 3.063 0.786
C 1.198 2.918 2.187
H 0.561 0.433 -2.026
H 0.794 1.791 -3.144
H -0.678 1.610 -2.250
H 1.478 3.869 2.639
H 1.799 2.099 2.574
H 0.144 2.796 2.451
C -2.354 -1.454 -0.593
O -2.925 -0.229 -0.094
C -3.185 0.717 -0.965
O -2.959 0.673 -2.137
O -3.743 1.725 -0.303
C -3.781 2.942 -1.034
H -1.358 -1.303 -1.000
H -2.999 -1.898 -1.346
H -2.207 -2.053 0.303
H -4.386 3.623 -0.436
H -4.186 2.929 -2.045
H -2.769 3.351 -1.094
```

Calculated values
HOMO level (eV): 0.33
LUMO energy (eV): 3.976
Net charge: -2
Frontier orbital gap (eV): 3.646

- Number 2 is which compound?
  C9H21NaO9

- Which formula does entry 2 have?
  C9H21NaO9